Formula: C27H25BBrCoF7N2O5
Source: OMol25
Level of theory: ωB97M-V with the def2-TZVPD basis set

```
69
C27H25BBrCoF7N2O5 (ωB97M-V with the def2-TZVPD basis set)
Co -0.63426 -0.80380 -0.71286
Br 3.14923 -0.23098 -0.64729
C 2.46931 -1.89053 -1.23134
C 3.36855 -2.79247 -1.76603
C 2.90141 -4.06317 -2.06336
C 1.57861 -4.36116 -1.80094
C 0.76324 -3.37671 -1.26253
N 1.20607 -2.14951 -0.98559
C -0.69636 -3.65172 -0.89042
O -1.06313 -4.81802 -0.81476
O -1.37251 -2.61632 -0.64444
H 4.39481 -2.49890 -1.92467
H 3.57136 -4.80148 -2.47568
H 1.15019 -5.32673 -2.00121
F -2.92497 2.63170 -1.64569
C -3.23643 1.54918 -2.41200
F -4.29471 1.94698 -3.15295
F -2.21769 1.42533 -3.27306
C -3.54578 0.25660 -1.49935
O -4.69607 -0.12527 -1.52950
O -2.57868 -0.09343 -0.80737
N 0.21061 0.64190 -1.51421
C 0.39377 1.78015 -1.68360
C 0.77615 3.10474 -1.88364
C 0.13422 3.93893 -2.81703
C 0.57554 5.23124 -3.00095
C 1.65775 5.72152 -2.27926
C 2.30793 4.89849 -1.36642
C 1.87804 3.60719 -1.16101
H -0.70065 3.55538 -3.37813
H 0.08263 5.88194 -3.71170
H 1.99852 6.73647 -2.43210
H 3.15591 5.27609 -0.81187
H 2.36957 2.96002 -0.45459
F -0.61675 -1.42343 -3.04513
B -0.15318 -1.89943 -4.29029
F -1.20792 -2.09682 -5.14275
F 0.74263 -0.97995 -4.80944
F 0.51973 -3.10360 -4.09898
C -2.41266 1.94145 1.59533
C -1.10511 2.18970 2.33937
C 0.02457 2.62850 1.41620
C -0.72375 0.96303 3.12993
C -0.81978 1.09078 4.50312
C -0.51185 0.05738 5.36380
C -0.08356 -1.13213 4.80431
C 0.02998 -1.31768 3.43803
C 0.44688 -2.70296 2.98796
C -0.74953 -3.41830 2.35542
C 1.66063 -2.67963 2.05818
C -0.30296 -0.26407 2.52197
O -0.14474 -0.40400 1.24160
H -2.72500 2.83294 1.05287
H -3.19296 1.66587 2.30605
H -2.28988 1.12809 0.88778
H -1.27721 3.00987 3.05415
H 0.31415 1.80216 0.77987
H 0.89197 2.93024 2.00407
H -0.29198 3.46566 0.79723
H -1.15816 2.04006 4.90631
H -0.61517 0.16815 6.43661
H 0.16800 -1.95606 5.46401
H 0.73269 -3.27013 3.88931
H -1.21027 -2.79517 1.59469
H -1.49650 -3.64204 3.11758
H -0.44187 -4.35526 1.89132
H 1.51427 -1.90765 1.31301
H 1.77841 -3.64205 1.55657
H 2.57474 -2.46714 2.61551
```

As for the HOMO energy (spin up / spin down): -1.95 / -1.98 eV. The charge is -2. The value obtained for the lowest unoccupied orbital energy (spin up / spin down) is 3.709 / 3.744 eV. As for the expectation value of S²: 0.758. The multiplicity is 2. The calculation puts the HOMO-LUMO gap (spin up / spin down) at 5.664 / 5.725 eV. The value obtained for the relative energy (zero: lowest compared OMol25 entry of this formula, charge and spin) is 117.1 kJ/mol.



Formula: C4H8O3Sr
Source: OMol25
Level of theory: ωB97M-V with the def2-TZVPD basis set

```
16
C4H8O3Sr (ωB97M-V with the def2-TZVPD basis set)
C 1.99935 1.99954 -0.09735
C 1.51912 0.57375 0.02146
O 0.25899 0.62460 0.71675
H 2.87297 2.04913 -0.75945
H 1.20932 2.65329 -0.48784
H 2.29189 2.36093 0.89687
H 2.21063 -0.04250 0.61408
H 1.36093 0.10112 -0.95751
Sr -0.87151 -2.11168 2.54632
O -0.38356 -0.58208 0.61493
O -2.04002 -2.51215 0.74450
C -2.34704 -1.84502 -0.26712
C -1.57723 -0.67619 -0.63414
H -1.11131 -0.75522 -1.62499
H -3.25810 -2.09891 -0.82436
H -2.13442 0.26140 -0.50214
```

As for the HOMO energy: -17.69 eV. The charge is +2. The value obtained for the lowest unoccupied orbital energy is -8.721 eV. The multiplicity is 1. The calculation puts the HOMO-LUMO gap at 8.966 eV. The value obtained for the relative energy (zero: lowest compared OMol25 entry of this formula, charge and spin) is 0.0 kJ/mol.



Formula: C6H8N3O3S
Source: OMol25
Level of theory: ωB97M-V with the def2-TZVPD basis set

```
21
C6H8N3O3S (ωB97M-V with the def2-TZVPD basis set)
C 0.23928 0.45913 2.91124
C 0.23345 -0.67481 2.08862
C 0.29211 1.79191 2.42522
C 0.38981 -0.47313 0.66825
C 0.40231 2.01670 1.02388
C 0.40171 0.89369 0.20969
N -2.19024 -1.35520 -1.41933
N -1.59257 -2.35831 -1.72909
N -0.52057 -2.43216 -2.47663
O 0.95789 -0.27680 -2.00194
O -0.54934 1.54182 -2.07042
O 1.83022 1.89272 -1.60141
S 0.67864 1.02986 -1.48439
H 0.03356 0.42493 4.00283
H 0.27445 -1.62418 2.52098
H 0.14023 2.51538 3.25035
H 0.45221 -1.17113 -0.14635
H -1.80490 -0.49892 -1.76184
H 0.31485 3.00035 0.55174
H -0.10237 -1.53350 -2.65020
H 0.11926 -3.16836 -2.31121
```

As for the HOMO energy: -5.25 eV. The charge is -1. The value obtained for the lowest unoccupied orbital energy is 3.453 eV. The multiplicity is 1. The calculation puts the HOMO-LUMO gap at 8.706 eV. The value obtained for the relative energy (zero: lowest compared OMol25 entry of this formula, charge and spin) is 0.0 kJ/mol.



Formula: C22H20N3O6Os
Source: OMol25
Level of theory: ωB97M-V with the def2-TZVPD basis set

```
52
C22H20N3O6Os (ωB97M-V with the def2-TZVPD basis set)
Os 1.57547 -0.18570 -0.61049
C -2.87623 1.45580 0.30661
C -1.51493 0.86840 0.31371
N -0.52903 1.21300 -0.43259
N -0.46793 2.15290 -1.32259
C 0.58917 2.14010 -2.13409
O 1.49137 1.25220 -2.02559
C 0.67957 3.16250 -3.17189
C 1.87407 3.26910 -3.89379
C 1.99607 4.20520 -4.89939
C 0.92527 5.03360 -5.20599
C -0.26063 4.94180 -4.48649
C -0.38813 4.01540 -3.47029
C -1.16083 -0.38980 1.07391
C -1.94243 -1.22260 2.11711
C -1.01543 -3.60590 2.78101
C 0.45667 -3.61020 2.83561
C 1.23777 -3.76410 1.62171
N 1.46447 -1.40540 0.84401
H -2.91683 2.30790 -0.36659
H -3.17153 1.76050 1.31061
H -3.57973 0.69230 -0.03019
H 2.69317 2.61250 -3.64469
H 2.92197 4.29040 -5.44919
H 1.01317 5.74970 -6.00939
H -1.08243 5.59870 -4.72859
H -1.30753 3.93830 -2.91259
H -3.01593 -1.06990 2.19461
H -1.45903 -3.38170 3.75131
H 0.94917 -3.54200 3.79371
H 2.31397 -3.73900 1.80201
O 1.26057 -4.15750 -1.23449
C 1.24407 -3.00540 -0.90299
O 1.40197 -1.94440 -1.59789
C 0.84977 -2.65290 0.60721
C -0.70923 -2.54300 0.45261
C -1.61313 -2.67850 1.69781
C -1.07723 -0.64360 3.23971
C -0.09913 -0.08240 2.19801
O -0.92023 -1.25300 -0.03619
C 1.29037 -0.74800 2.09841
C 2.30687 0.46520 2.04031
O 2.91377 0.81910 3.00691
O 2.27987 0.99500 0.85951
H 0.99757 -4.68820 1.07731
H -1.01473 -3.25310 -0.32329
H -1.33593 -4.62410 2.51591
H -2.54653 -3.13160 1.35961
H -0.65503 -1.34720 3.95011
H -1.58803 0.14090 3.79491
H 0.03857 0.99740 2.28741
H 1.48287 -1.40880 2.95751
```

As for the HOMO energy (spin up / spin down): -11.22 / -11.11 eV. The charge is +1. The value obtained for the lowest unoccupied orbital energy (spin up / spin down) is -6.652 / -6.502 eV. As for the expectation value of S²: 6.022. The multiplicity is 5. The calculation puts the HOMO-LUMO gap (spin up / spin down) at 4.572 / 4.605 eV.



Formula: C6H9N6
Source: OMol25
Level of theory: ωB97M-V with the def2-TZVPD basis set

```
21
C6H9N6 (ωB97M-V with the def2-TZVPD basis set)
C 1.90477 1.39039 2.48734
C 0.16966 1.28905 1.32455
C 0.30310 -0.37595 -1.61408
C -0.75383 0.68560 0.22270
C 1.12046 -1.13287 -2.52323
C -2.10643 0.30954 0.86561
N 1.26637 0.62030 1.62552
N 1.18147 2.43076 2.82734
N -0.17411 0.96229 -1.93747
N -0.67444 1.46155 -0.92998
N 0.08781 2.40946 2.08837
N 0.05202 -0.61326 -0.37917
H 2.88826 1.03168 2.63863
H 0.68890 -1.11047 -3.52379
H 1.37358 -2.22151 -2.28141
H 2.10729 -0.68385 -2.62954
H -2.64152 -0.33126 0.25616
H -2.86250 1.14028 1.11084
H -2.16826 -0.15109 1.80882
H -0.59537 3.15350 2.08418
H 0.33115 -1.26701 0.36687
```

As for the HOMO energy: -13.82 eV. The charge is +1. The value obtained for the lowest unoccupied orbital energy is -5.686 eV. The multiplicity is 1. The calculation puts the HOMO-LUMO gap at 8.137 eV. The value obtained for the relative energy (zero: lowest compared OMol25 entry of this formula, charge and spin) is 224.4 kJ/mol.



Formula: C4H12N3
Source: OMol25
Level of theory: ωB97M-V with the def2-TZVPD basis set

```
19
C4H12N3 (ωB97M-V with the def2-TZVPD basis set)
N 0.15361 1.77913 0.09350
C 0.37622 1.70783 -1.19360
N 1.42334 2.24839 -1.78943
H 0.87342 2.19447 0.66910
H -0.48511 1.03073 0.47314
H -0.36417 1.25518 -1.84242
H 1.47570 2.17623 -2.79036
H 2.29850 2.36225 -1.30063
C -1.86988 -0.19697 1.27454
C -1.19573 -1.16037 0.60965
N -0.02561 -1.73547 1.01984
C 0.70811 -2.64557 0.16649
H -1.50569 0.21449 2.20925
H -2.85273 0.08726 0.93370
H -1.62397 -1.59038 -0.28973
H 0.47002 -1.23900 1.73231
H 1.66996 -2.89014 0.61594
H 0.13828 -3.56364 0.03582
H 0.98845 -2.22984 -0.80832
```

As for the HOMO energy: -11.72 eV. The charge is +1. The value obtained for the lowest unoccupied orbital energy is -3.728 eV. The multiplicity is 1. The calculation puts the HOMO-LUMO gap at 7.996 eV. The value obtained for the relative energy (zero: lowest compared OMol25 entry of this formula, charge and spin) is 162.6 kJ/mol.



- Number 6 is which compound?
  C4H12N3



- What is the formula in the second record?
  C4H8O3Sr